[1]
Entry from the Open Molecules 2025 dataset: C5H8O4Sr as an isolated structure at a distorted geometry (ωB97M-V/def2-TZVPD).

Summary:
Net charge: 0
E_tot: -14338.947 eV
Kohn-Sham gap: 6.78 eV
Strongest force on any atom: 0.0675 hartree/bohr

Geometry as XYZ:
```
18
Properties=species:S:1:pos:R:3:mulliken_charge:R:1
H -2.643 0.680 -0.365 0.2306
Sr -0.128 -1.104 -0.595 1.9076
O -2.465 2.347 0.647 -0.4527
O -0.557 1.190 0.196 -0.4781
C 0.003 1.248 1.537 -0.2917
C -0.298 -0.092 2.229 -0.3516
O -1.142 -0.761 1.318 -1.0451
C -1.975 1.304 0.263 0.3423
H 1.032 1.617 1.496 0.3262
H -0.517 1.973 2.172 0.2668
H -0.833 0.119 3.170 0.3064
H 0.620 -0.600 2.566 0.1911
C 3.480 -0.141 -2.104 -0.8090
C 3.048 -1.376 -1.782 0.0972
O 1.806 -1.755 -1.555 -0.9024
H 4.537 0.023 -2.315 0.2306
H 3.797 -2.179 -1.675 0.2814
H 2.795 0.710 -2.167 0.1504
```

***

[2]
Entry from the Open Molecules 2025 dataset: C41H57AsGeN5S2W as an isolated structure at a distorted geometry (ωB97M-V/def2-TZVPD).

Summary:
Net charge: +1
E_tot: -191736.433 eV
Kohn-Sham gap: 4.97 eV
Strongest force on any atom: 0.0278 hartree/bohr

Geometry as XYZ:
```
108
Properties=species:S:1:pos:R:3:mulliken_charge:R:1
W 0.563 1.657 0.449 0.3978
C 0.486 2.151 4.012 -0.9243
C 0.192 0.792 3.394 -0.9879
N 0.980 0.498 2.185 1.7235
C 2.412 0.255 2.474 0.7054
C 3.315 1.258 1.776 -1.3732
N 2.799 1.524 0.429 -0.2492
C 3.587 2.551 -0.272 -0.8617
C 2.913 2.997 -1.564 -0.4395
C 1.834 4.059 -1.381 -0.5255
N 0.577 3.556 -0.766 -0.3660
C -0.095 4.603 0.024 -0.5350
C 0.662 4.835 1.324 -1.1064
N 0.907 3.573 2.042 -0.2200
C 0.007 3.336 3.182 -0.6283
H 1.560 2.251 4.206 0.3022
H -0.012 2.188 4.983 0.5323
H -0.859 0.762 3.110 0.3307
H 0.367 0.010 4.147 0.4531
H -0.687 -0.529 1.571 0.4196
H 2.671 -0.738 2.138 -1.0664
H 2.590 0.290 3.550 0.5873
H 4.342 0.872 1.758 0.6901
H 3.333 2.205 2.319 0.3432
H 2.850 0.664 -0.119 0.2365
H 4.589 2.169 -0.499 0.4708
H 3.711 3.407 0.400 0.3415
H 2.488 2.125 -2.051 -0.4828
H 3.674 3.410 -2.231 0.5818
H 1.617 4.523 -2.349 0.4285
H 2.240 4.843 -0.742 0.2770
H -0.050 3.274 -1.516 0.1580
H -1.097 4.252 0.263 0.0676
H -0.169 5.551 -0.525 0.5849
H 0.094 5.541 1.939 0.4935
H 1.622 5.305 1.110 0.3963
H 1.849 3.596 2.411 0.1525
H -0.995 3.149 2.793 0.0015
H -0.033 4.226 3.826 0.5842
C -3.322 2.222 1.455 -1.6524
As -1.997 1.597 0.138 0.9905
C -2.784 2.463 -1.434 -1.0900
C -2.621 -0.271 -0.023 1.7015
C -3.779 -0.635 -0.900 -0.3736
C -3.632 -0.682 -2.286 0.5024
C -4.651 -1.171 -3.090 -0.8501
C -5.834 -1.619 -2.520 -0.5696
C -5.998 -1.564 -1.144 -0.9093
C -4.975 -1.078 -0.342 -0.1580
H -4.328 1.950 1.130 0.5147
H -3.276 3.306 1.573 0.4206
H -3.130 1.756 2.422 0.3099
H -3.746 2.006 -1.667 0.5638
H -2.124 2.349 -2.291 -0.1139
H -2.934 3.527 -1.248 0.4808
H -2.827 -0.592 1.000 0.3473
H -1.745 -0.813 -0.373 -2.0393
H -2.689 -0.366 -2.723 0.4001
H -4.511 -1.224 -4.162 0.4332
H -6.620 -2.023 -3.144 0.4090
H -6.910 -1.921 -0.684 0.4327
H -5.085 -1.077 0.737 0.4959
C 0.330 -0.363 1.229 -1.1624
Ge 0.784 -2.311 0.816 2.2708
C 2.228 -3.042 1.971 -0.0974
C 1.889 -3.771 3.108 -0.6361
C 2.870 -4.285 3.945 -0.6966
C 4.210 -4.089 3.649 -0.6437
C 4.567 -3.381 2.509 -1.0786
C 3.584 -2.861 1.683 0.0812
C 1.118 -2.916 -1.036 0.2356
C 0.115 -2.833 -2.002 0.1589
C 0.308 -3.339 -3.277 -0.8668
C 1.510 -3.948 -3.610 -0.8583
C 2.505 -4.066 -2.653 -0.7661
C 2.306 -3.560 -1.375 -0.7913
C -0.935 -3.127 1.370 -0.4033
C -1.481 -2.814 2.616 0.2554
C -2.718 -3.308 3.004 -0.8266
C -3.445 -4.112 2.136 -0.6668
C -2.917 -4.434 0.895 -0.6840
C -1.668 -3.955 0.523 -0.1680
H 0.844 -3.954 3.332 0.3397
H 2.591 -4.848 4.827 0.4342
H 4.978 -4.493 4.296 0.3911
H 5.613 -3.240 2.266 0.4031
H 3.877 -2.306 0.795 0.4686
H -0.839 -2.383 -1.755 0.2232
H -0.487 -3.268 -4.011 0.5108
H 1.661 -4.345 -4.605 0.4187
H 3.437 -4.562 -2.896 0.4481
H 3.079 -3.692 -0.629 0.4033
H -0.931 -2.177 3.302 0.2614
H -3.115 -3.062 3.981 0.4317
H -4.415 -4.492 2.431 0.4287
H -3.479 -5.057 0.210 0.4538
H -1.258 -4.237 -0.438 0.4908
S 0.303 0.402 -1.999 0.5157
C 0.604 0.954 -3.536 -0.1116
N -0.329 1.577 -4.327 -0.1897
C 0.014 1.586 -5.750 -0.7661
C 1.522 1.741 -5.813 -0.5185
S 2.121 0.778 -4.386 -0.0442
H -1.279 1.291 -4.123 0.1649
H -0.489 2.417 -6.245 0.3999
H -0.285 0.653 -6.236 0.3145
H 1.843 2.774 -5.690 0.3124
H 1.944 1.332 -6.727 0.4201
```

***

[3]
Entry from the Open Molecules 2025 dataset: a 2-piece molecular cluster, C2H2Cl4Si overall at a distorted geometry (ωB97M-V/def2-TZVPD).

Summary:
Net charge: 0
E_tot: -60076.575 eV
Kohn-Sham gap: 11.67 eV
Strongest force on any atom: 0.0518 hartree/bohr

Geometry as XYZ:
```
9
Properties=species:S:1:pos:R:3:mulliken_charge:R:1
C -0.962 0.598 -0.755 0.0024
C -0.426 0.949 -1.772 -0.5274
Si 0.479 1.821 -3.117 0.7379
Cl 2.483 1.847 -2.511 -0.2382
Cl -0.199 3.712 -3.256 -0.1985
Cl 0.207 0.741 -4.712 -0.1717
H -1.535 0.351 0.083 0.4097
Cl 2.167 -0.660 1.518 -0.2458
H 1.397 0.308 0.999 0.2318
```

***

[4]
Entry from the Open Molecules 2025 dataset: CH10Na6O8 as an isolated structure at a distorted geometry (ωB97M-V/def2-TZVPD).

Summary:
Net charge: +4
E_tot: -44041.530 eV
Kohn-Sham gap: 5.60 eV
Strongest force on any atom: 0.0989 hartree/bohr

Geometry as XYZ:
```
25
Properties=species:S:1:pos:R:3:mulliken_charge:R:1
Na 9.095 3.372 5.112 0.9550
Na 10.991 1.183 10.839 0.9543
Na 8.354 2.253 8.278 0.9913
Na 12.052 4.128 9.828 0.9740
Na 9.455 -0.509 7.678 0.9870
Na 14.134 1.520 8.439 0.9495
C 11.418 1.789 7.545 0.9704
O 12.170 2.801 7.543 -1.0752
O 10.320 1.779 6.963 -1.1232
O 11.697 0.869 8.322 -0.9091
O 13.753 3.485 5.629 -0.6434
H 13.085 3.224 6.262 0.3851
H 14.186 2.667 5.386 0.3224
O 12.492 -0.627 5.650 -0.5432
H 11.795 -1.022 5.125 0.3254
H 12.073 -0.413 6.483 0.2591
O 9.872 0.961 4.460 -0.6150
H 10.197 1.218 5.323 0.3703
H 8.992 0.625 4.625 0.3353
O 10.767 4.799 6.052 -0.6260
H 11.057 4.153 6.696 0.3961
H 10.937 5.645 6.466 0.3292
O 13.735 5.322 8.399 -0.6439
H 14.380 4.689 8.714 0.3473
H 13.617 5.105 7.474 0.3270
```

***

[5]
Entry from the Open Molecules 2025 dataset: C4H7GdO2 as an isolated structure at a distorted geometry (ωB97M-V/def2-TZVPD).

Summary:
2S+1: 8
Net charge: +2
E_tot: -29169.834 eV
Kohn-Sham gap (alpha / beta): 4.26 / 6.02 eV
Strongest force on any atom: 0.0638 hartree/bohr

Geometry as XYZ:
```
14
Properties=species:S:1:pos:R:3:lowdin_spin:R:1
C -1.063 0.191 -0.177 -0.0013
C 0.062 -0.471 0.160 -0.0017
C 1.333 0.104 -0.179 0.0013
O 2.393 -0.535 -0.122 0.0146
Gd 4.986 -0.345 -0.363 7.2699
H -0.990 1.204 -0.588 0.0000
H 0.045 -1.447 0.648 0.0001
H 1.336 1.126 -0.599 -0.0004
H 6.196 1.021 0.229 -0.2818
O -3.395 0.614 0.275 0.0000
C -2.444 -0.366 -0.061 -0.0003
H -2.460 -1.216 0.638 0.0000
H -3.277 0.875 1.193 0.0000
H -2.723 -0.755 -1.054 -0.0002
```

***

[6]
Entry from the Open Molecules 2025 dataset: a 2-piece molecular cluster, C9H7NO2 overall at a distorted geometry (ωB97M-V/def2-TZVPD).

Summary:
Net charge: 0
E_tot: -15028.570 eV
Kohn-Sham gap: 7.93 eV
Strongest force on any atom: 0.1036 hartree/bohr

Geometry as XYZ:
```
19
Properties=species:S:1:pos:R:3:mulliken_charge:R:1
C 0.463 1.971 0.993 -0.6900
C -0.486 0.940 0.864 -0.3535
C -0.114 -0.250 0.274 0.5928
C -0.902 -1.486 0.616 -0.7139
C -0.220 -2.635 0.228 -0.8163
C 1.021 -2.110 -0.430 -0.1974
C 1.065 -0.715 -0.496 0.2785
C 2.285 -0.567 -1.160 0.4046
N 3.331 -0.573 -1.719 -0.5854
H 1.507 1.645 0.772 -0.0015
H 0.349 2.309 2.042 0.3185
H 0.262 2.897 0.320 0.2571
H -1.294 0.979 1.534 0.3369
H -1.753 -1.262 1.256 0.3723
H -0.293 -3.745 0.262 0.3647
H 1.826 -2.722 -0.786 0.4431
O 5.009 1.039 -0.949 -0.3455
C 4.757 1.453 0.106 0.7592
O 4.538 1.729 1.227 -0.4242
```

***

How do the records compare in energy relative to the best compared isomer or geometry (same formula, charge and spin)? In the order shown, they have 26.3; 162.8; 110.2; 5.7; 0.0; 360.8 kJ/mol.